(1)
# C4H10N2O2

A cluster of 2 separate species, C4H10N2O2 in total in a non-equilibrium geometry (ωB97M-V with the def2-TZVPD basis set, OMol25).

Calculated values
E_LUMO: 0.028 hartree
2S+1: 1
SMILES: C=C(C)N.NC(=O)O
relative energy (zero: lowest compared OMol25 entry of this formula, charge and spin): 2.2110 eV
gap between HOMO and LUMO: 10.1 eV

Each line ends with the natural charge from an NBO analysis.
Cartesian coordinates (Å):
1 C 0.3489 1.5292 -1.7716  -0.4413
2 C 0.6948 0.4012 -1.1418  0.1804
3 C 0.8897 -0.9138 -1.8279  -0.6621
4 N 0.8028 0.4178 0.2971  -0.8468
5 H 0.4602 2.4926 -1.2810  0.2011
6 H -0.0224 1.5034 -2.7836  0.2123
7 H 0.8499 -0.7898 -2.9140  0.2321
8 H 1.8871 -1.3153 -1.5402  0.2188
9 H 0.1321 -1.6495 -1.5149  0.2386
10 H 0.6994 -0.5309 0.6643  0.4242
11 H 1.5451 1.0227 0.6262  0.4150
12 N -0.8360 -0.8547 2.6272  -0.8826
13 C -1.5016 -0.2533 1.5025  0.8721
14 O -1.8825 -0.9692 0.5962  -0.6547
15 O -1.3420 1.0584 1.5230  -0.7617
16 H -1.0974 -0.3248 3.4573  0.3777
17 H -1.1661 -1.8046 2.7787  0.3743
18 H -0.4621 0.9806 0.7026  0.5026

Atomic forces in eV per Å
C 0.519 -0.396 0.321
C -0.556 0.716 -0.681
C 0.046 -0.404 0.354
N -0.600 0.140 -1.181
H -0.612 -0.112 0.087
H 0.522 0.080 -0.256
H 0.003 -0.075 0.267
H -0.546 0.186 -0.267
H 0.186 0.171 -0.069
H 0.852 0.539 0.361
H 0.084 -0.559 0.432
N -1.504 0.205 0.308
C 0.920 -1.172 0.895
O -0.146 0.654 0.041
O 0.713 -0.466 -1.993
H 0.570 0.086 -0.066
H 0.120 0.024 -0.291
H -0.570 0.381 1.740

***

(2)
# C23H15ClIrN2O5STe

A structure of composition C23H15ClIrN2O5STe in a non-equilibrium geometry (ωB97M-V with the def2-TZVPD basis set, OMol25).

Calculated values
E_LUMO (spin up / spin down): -0.053 / -0.053 hartree
2S+1: 2
relative energy (zero: lowest compared OMol25 entry of this formula, charge and spin): 1.2882 eV
gap between HOMO and LUMO (spin up / spin down): 6.2 / 6.1 eV

Each line ends with the natural charge from an NBO analysis.
Cartesian coordinates (Å):
1 Ir -0.0283 -0.4815 1.0776  0.8746
2 Cl 5.7691 -4.7743 2.3134  -0.0046
3 C 4.2231 -4.0374 2.0067  -0.0946
4 C 3.1150 -4.8536 1.7087  -0.1836
5 C 1.9019 -4.2924 1.4362  -0.2191
6 C 1.7112 -2.8852 1.4521  0.4104
7 O 0.5536 -2.4241 1.1179  -0.6765
8 C 2.8304 -2.0720 1.8304  -0.2355
9 C 2.7334 -0.6833 2.0934  0.1853
10 N 1.6373 0.0063 2.1047  -0.5001
11 C 1.5709 1.3000 2.6751  0.1235
12 C 2.5239 1.9008 3.4541  -0.2071
13 C 2.3090 3.1868 3.9858  -0.1895
14 C 1.1426 3.8607 3.7694  -0.1835
15 C 0.1256 3.2669 2.9903  -0.0983
16 C -1.1331 3.8668 2.7508  -0.1089
17 C -2.0614 3.2087 2.0031  -0.2542
18 C -1.7550 1.9446 1.4676  0.0933
19 N -0.6013 1.3594 1.6797  -0.4193
20 C 0.3530 1.9951 2.4389  0.2122
21 C 4.0865 -2.6885 2.0630  -0.1580
22 H 3.2385 -5.9287 1.6873  0.2308
23 H 1.0485 -4.9027 1.1726  0.2286
24 H 3.6608 -0.1739 2.3528  0.1833
25 H 3.4416 1.3813 3.6939  0.2200
26 H 3.0799 3.6405 4.5949  0.2248
27 H 0.9755 4.8366 4.2071  0.2225
28 H -1.3467 4.8404 3.1750  0.2240
29 H -3.0334 3.6394 1.8091  0.2352
30 H -2.4534 1.4003 0.8453  0.2435
31 H 4.9400 -2.0709 2.3174  0.2205
32 O -1.1448 -1.5216 -0.9419  -0.2877
33 O -1.7013 -0.8621 0.0586  -0.3679
34 Te 0.7535 0.6677 -1.4250  0.2792
35 O -4.6748 -1.9736 -6.2816  -0.6653
36 C -3.6122 -1.1671 -6.4918  0.7763
37 O -3.1681 -1.0454 -7.5977  -0.5599
38 C -3.0518 -0.4475 -5.3011  -0.1867
39 C -3.3765 -0.7663 -3.9859  -0.1979
40 C -2.8300 -0.0519 -2.9313  -0.1335
41 C -1.9362 0.9793 -3.1932  -0.1934
42 S -1.2236 1.8949 -1.8371  -0.0802
43 C -1.5985 1.3000 -4.5044  -0.2174
44 C -2.1512 0.5826 -5.5502  -0.1521
45 H -4.9603 -1.9462 -5.3609  0.4829
46 H -4.0261 -1.6006 -3.7445  0.1993
47 H -3.0693 -0.3102 -1.9093  0.2375
48 H -0.8959 2.1000 -4.7000  0.2258
49 H -1.8913 0.8019 -6.5771  0.2416

Atomic forces in eV per Å
Ir 0.828 1.122 0.033
Cl -0.026 -0.020 0.003
C 0.068 -0.151 -0.006
C 0.025 0.013 -0.021
C -0.054 -0.010 -0.031
C 0.241 0.383 0.090
O -0.373 -0.130 -0.413
C -0.182 -0.326 -0.312
C 0.322 0.032 0.203
N -0.029 0.293 -0.156
C -0.100 0.208 -0.245
C 0.074 -0.088 0.041
C 0.084 0.074 0.083
C -0.027 0.000 0.009
C -0.003 -0.168 -0.059
C -0.014 0.034 0.011
C -0.095 0.079 0.018
C -0.107 -0.022 -0.041
N 0.222 0.041 -0.220
C 0.012 -0.015 -0.016
C -0.018 0.224 0.026
H 0.015 0.020 -0.018
H 0.005 0.014 0.022
H -0.014 -0.112 0.215
H 0.008 0.038 0.015
H 0.016 -0.051 -0.014
H 0.001 0.002 -0.032
H 0.015 -0.005 -0.023
H 0.011 -0.018 -0.027
H -0.001 -0.004 0.014
H -0.023 -0.004 0.003
O -1.219 -0.714 -0.708
O 0.572 -0.451 -0.260
Te -0.207 -0.386 2.002
O -0.048 -0.068 -0.007
C 0.028 0.015 0.066
O -0.007 -0.001 -0.019
C 0.004 -0.039 0.042
C -0.008 0.035 0.019
C -0.063 -0.007 -0.040
C -0.087 -0.071 0.177
S 0.088 0.151 -0.314
C 0.004 -0.047 -0.001
C 0.019 0.049 -0.062
H 0.053 0.060 -0.041
H -0.019 0.024 0.001
H 0.047 -0.015 -0.039
H -0.018 -0.004 0.019
H -0.018 0.019 0.013

***

(3)
# C12H14NO

The ion C12H14NO with charge +1 in a non-equilibrium geometry (ωB97M-V with the def2-TZVPD basis set, OMol25).

Calculated values
E_LUMO: -0.156 hartree
2S+1: 1
total charge: +1
SMILES: C[N@H+]1C=CC(=O)[C@]1(C)c1ccccc1
relative energy (zero: lowest compared OMol25 entry of this formula, charge and spin): 1.0179 eV
gap between HOMO and LUMO: 8.5 eV

Each line ends with the natural charge from an NBO analysis.
Cartesian coordinates (Å):
1 C -1.8819 -2.0007 -0.0064  -0.4029
2 N -1.2162 -0.7606 -0.5716  -0.3849
3 C -2.1779 0.0542 -1.3183  0.0394
4 C -2.2287 1.3202 -0.9591  -0.3056
5 C -1.5142 1.6826 0.2424  0.6143
6 O -1.5655 2.5988 0.9666  -0.4247
7 C -0.5740 0.1150 0.4634  0.0582
8 C -0.9034 -0.1732 1.8442  -0.6810
9 C 0.8831 0.2931 0.0941  -0.1198
10 C 1.3940 1.4129 -0.4901  -0.1777
11 C 2.7905 1.4693 -0.8609  -0.1855
12 C 3.5639 0.4127 -0.5398  -0.1963
13 C 3.0616 -0.6617 0.1491  -0.1755
14 C 1.7038 -0.7036 0.4446  -0.2117
15 H -2.7613 -1.6933 0.5708  0.2412
16 H -2.1909 -2.7290 -0.6945  0.2400
17 H -1.0037 -2.3725 0.4844  0.2289
18 H -0.5802 -1.1142 -1.2717  0.4467
19 H -2.5851 -0.5369 -2.1439  0.2501
20 H -2.7451 2.0416 -1.6219  0.2785
21 H -0.1607 -0.7051 2.4405  0.2386
22 H -1.8224 -0.6546 2.1368  0.2408
23 H -0.9369 0.7123 2.2980  0.2542
24 H 0.8709 2.3038 -0.6181  0.2131
25 H 2.9416 2.4140 -1.4430  0.2451
26 H 4.6628 0.4311 -0.7143  0.2384
27 H 3.7097 -1.6400 0.2484  0.2420
28 H 1.2664 -1.5160 0.8702  0.1959

Atomic forces in eV per Å
C 0.758 1.324 0.971
N -2.126 -0.364 -0.069
C 0.756 -0.404 -0.501
C -1.656 1.126 -2.406
C 1.688 -3.599 -0.611
O 0.251 0.384 0.437
C -0.674 3.301 -1.290
C 0.658 -3.686 1.313
C -1.966 1.528 0.588
C 2.843 -0.212 -0.666
C -4.033 2.064 -0.356
C 3.199 -0.009 -0.012
C 0.300 -3.121 -0.067
C 2.892 -0.334 -0.873
H 0.671 -0.242 0.235
H -0.272 -0.515 -1.675
H -0.410 -0.937 1.240
H 0.899 0.150 -0.074
H -0.291 0.843 0.172
H -0.018 -0.392 0.875
H 0.349 -0.338 -0.411
H -0.561 -0.081 -0.592
H -0.118 3.793 2.033
H -1.228 1.171 -0.431
H 1.085 -1.199 0.732
H -0.969 -0.025 -0.226
H -1.285 2.312 0.254
H -0.743 -2.539 1.412

***

Question: Among the records above, which one has the lowest relative energy (zero: lowest compared OMol25 entry of this formula, charge and spin)?
Answer: C12H14NO

***

Question: Among the records above, which one has the highest relative energy (zero: lowest compared OMol25 entry of this formula, charge and spin)?
Answer: C4H10N2O2